{
  "formula": "C42H34AuBrClNO2PS",
  "method": "ωB97M-V/def2-TZVPD",
  "symbols": ["C", "C", "C", "H", "H", "C", "H", "C", "C", "H", "H", "C", "H", "H", "H", "C", "H", "C", "H", "H", "H", "C", "H", "H", "C", "C", "Br", "C", "C", "H", "P", "C", "H", "H", "C", "H", "C", "H", "H", "C", "S", "C", "H", "C", "Au", "C", "H", "C", "H", "C", "C", "C", "C", "C", "H", "C", "C", "H", "C", "C", "C", "C", "C", "C", "C", "C", "N", "H", "C", "H", "H", "C", "O", "H", "C", "O", "C", "C", "H", "Cl", "H", "H", "H", "H"],
  "positions_angstrom": [[6.104081, -0.267992, 2.253229], [2.679167, 3.373224, 4.332366], [4.441649, -0.395539, -2.348513], [-2.754070, -0.911662, -1.599110], [-3.144393, 3.209072, -2.673194], [3.870547, 3.063193, 3.419762], [3.929437, 4.632450, 5.553697], [2.274818, -0.010837, -3.266812], [1.715285, 4.982232, -0.899867], [4.723974, 2.233143, 0.440085], [1.041994, 4.812908, 4.365103], [0.178200, 0.833496, 5.769419], [1.522049, 6.042539, -1.002348], [6.648120, 1.777503, 1.900779], [2.033358, -0.376970, -5.354232], [-0.068145, 0.051352, 4.647131], [1.275883, 2.475605, 6.526921], [-0.655840, -2.378109, 0.611130], [-0.323002, 0.641465, 6.709711], [6.954143, -0.465607, 2.893481], [3.709937, 3.013643, 6.225225], [2.719740, -0.387544, -4.518682], [-0.056291, 4.610307, 0.254844], [-3.328436, -5.036247, 1.470266], [-3.731598, -0.522592, -3.485754], [-3.964974, 1.814068, -4.084407], [-5.030310, -0.021010, -5.936727], [0.599785, 0.295010, 3.454015], [4.042699, -0.775195, -4.684803], [5.121872, -0.402498, -1.507463], [2.504165, 0.479057, -0.510152], [3.206955, 3.826696, 5.695984], [5.936465, -1.079733, -3.723730], [2.510554, 5.395363, 3.562429], [-3.091996, -0.166588, -2.311266], [3.524041, 5.046357, -2.056774], [-1.060911, -3.283154, -0.357095], [-2.342479, -4.948677, -0.793686], [3.942984, 2.626832, -1.871363], [3.119167, 0.001507, -2.159475], [-1.167823, -1.277464, 4.461669], [1.758840, 2.150645, 4.451571], [4.406360, 2.168693, 3.747759], [1.870784, 4.521417, 3.714437], [0.677832, -0.846509, 0.246935], [-2.025119, -4.239172, -0.039748], [3.362814, -1.801077, 0.993986], [-2.163968, -3.393668, 2.206059], [5.305307, -2.253854, 2.437050], [2.841298, 4.424100, -1.493457], [1.513202, 1.342320, 3.352866], [2.210138, 2.256500, -0.648748], [4.904477, -0.779174, -3.600730], [5.179518, -1.273451, 1.996840], [-0.627111, -3.266461, -1.351901], [4.846140, 1.246372, 0.869448], [1.079811, 2.818765, -0.060588], [1.459887, 4.226813, 2.748639], [-2.858789, 1.174234, -2.044222], [1.087330, 1.866690, 5.654412], [-1.204193, -2.442845, 1.890784], [-2.111049, 1.461857, -0.797073], [3.917788, 0.243497, 0.604419], [5.934572, 0.990167, 1.693850], [-4.162205, 0.469662, -4.360030], [0.832740, 4.180583, -0.190661], [0.229975, -0.598355, 2.437975], [-2.588625, -3.440684, 3.203468], [-2.579561, -4.292043, 1.233799], [4.392026, -1.076378, -5.663757], [2.414892, 4.217789, 6.336724], [4.088180, -1.016458, 1.181185], [-2.287355, 2.712365, -0.450409], [-3.903388, -1.560978, -3.730749], [3.082342, 3.064207, -1.376801], [-1.483321, 0.642124, -0.180516], [-3.318886, 2.168071, -2.911202], [-0.683179, -1.445698, 2.831023], [3.557054, 2.911261, 2.382234], [0.595355, 0.448542, -3.126561], [0.376820, 2.192472, 0.478148], [2.023504, 1.505062, 2.412182], [4.567714, 3.903452, 3.426924], [-4.309353, 2.562137, -4.784258]],
  "forces_ev_per_angstrom": [[-0.022, 0.010, -0.025], [-0.031, -0.106, 0.022], [0.089, 0.001, -0.068], [-0.017, -0.002, -0.116], [-0.003, 0.014, -0.100], [-0.063, -0.021, -0.013], [-0.025, -0.017, 0.000], [-0.261, 0.052, -0.092], [0.013, -0.016, 0.001], [0.013, -0.045, 0.007], [0.036, -0.022, -0.042], [0.064, 0.035, 0.007], [-0.002, -0.022, 0.008], [-0.015, -0.008, -0.009], [0.005, -0.007, 0.016], [-0.100, 0.022, 0.224], [-0.009, -0.018, -0.017], [-0.094, 0.017, -0.324], [0.003, 0.013, -0.043], [-0.012, 0.003, -0.007], [-0.006, 0.024, -0.020], [0.140, -0.047, -0.110], [0.038, -0.014, -0.001], [0.019, 0.019, -0.009], [-0.030, -0.032, 0.047], [0.035, 0.056, 0.171], [-0.170, -0.108, -0.337], [0.064, -0.162, -0.508], [-0.067, 0.014, -0.008], [-0.002, -0.007, 0.021], [-0.010, 0.118, -0.006], [0.075, -0.037, 0.038], [-0.020, 0.003, 0.013], [-0.031, -0.040, 0.023], [-0.037, -0.203, -0.206], [-0.006, -0.008, -0.002], [0.050, 0.048, 0.097], [0.007, 0.004, 0.010], [-0.013, 0.017, 0.011], [0.056, -0.101, 0.165], [-0.082, -0.041, 0.207], [0.009, 0.119, 0.018], [-0.045, 0.053, -0.005], [-0.057, 0.061, 0.029], [0.274, -0.295, 0.153], [-0.021, -0.012, 0.037], [0.003, 0.001, -0.010], [-0.126, -0.146, 0.063], [-0.008, 0.008, -0.008], [-0.023, -0.026, 0.022], [0.034, -0.077, -0.074], [-0.061, 0.045, -0.031], [-0.028, 0.030, 0.094], [-0.037, 0.046, -0.015], [-0.059, 0.033, 0.032], [0.102, -0.019, -0.100], [-0.020, 0.073, 0.019], [-0.015, 0.007, -0.068], [-0.228, 0.032, -0.302], [-0.078, -0.018, 0.031], [0.210, 0.303, 0.150], [-0.823, 0.385, -0.834], [0.049, -0.011, -0.058], [-0.021, -0.048, -0.056], [0.184, -0.034, 0.303], [0.008, -0.056, 0.039], [0.005, 0.245, 0.164], [0.015, 0.009, -0.036], [0.072, 0.058, -0.026], [-0.007, 0.016, 0.016], [0.019, -0.018, -0.027], [-0.001, -0.024, 0.054], [0.289, 0.053, 0.502], [-0.015, -0.017, 0.030], [0.049, 0.051, -0.080], [0.482, -0.014, 0.765], [0.203, -0.055, 0.021], [-0.040, -0.206, -0.242], [0.009, 0.040, 0.157], [0.098, -0.023, 0.197], [0.047, -0.010, 0.010], [-0.021, 0.014, -0.004], [-0.008, 0.002, -0.006], [0.004, 0.035, 0.055]],
  "homo_energy_ev": [-11.0273, -11.0013],
  "spin_multiplicity": 3,
  "total_charge": 1,
  "e_above_lowest_kj_mol": 39.0,
  "orbital_gap_ev": [8.4, 5.4],
  "s2": 2.009,
  "e_tot_ev": -156066.241
}

---

{
  "formula": "C42H34CrN3O4SSi",
  "method": "ωB97M-V/def2-TZVPD",
  "symbols": ["C", "C", "C", "H", "C", "H", "C", "O", "C", "H", "O", "H", "H", "H", "H", "O", "C", "H", "C", "C", "H", "C", "C", "C", "H", "Cr", "C", "C", "C", "H", "C", "C", "C", "C", "C", "C", "H", "C", "C", "C", "O", "C", "H", "C", "H", "H", "H", "Si", "C", "C", "H", "H", "H", "C", "C", "C", "H", "H", "H", "H", "C", "C", "H", "N", "H", "H", "H", "H", "C", "S", "C", "H", "C", "C", "N", "C", "H", "H", "C", "C", "C", "H", "H", "C", "N", "H"],
  "positions_angstrom": [[2.462501, 4.383409, -0.028952], [-1.202023, -2.119242, -2.712041], [-3.284593, 2.428039, 2.819269], [-1.517820, -3.457512, 1.275134], [-0.346611, 0.650330, -5.735623], [-0.495637, 3.597926, 5.064213], [1.762759, 3.337255, 0.554675], [2.002731, -0.409710, -2.957238], [2.970193, -4.911141, 1.828330], [0.507691, 3.164854, 2.875573], [-1.509814, 3.677125, -0.999594], [-3.887978, 3.042275, 3.473430], [0.102103, -4.942936, 3.607141], [0.318748, 0.454284, -6.566314], [-0.783400, 1.757385, 6.696223], [-2.249118, -1.746512, 3.466429], [-2.186231, 0.383369, 2.321724], [1.202536, -2.500362, 0.250141], [-1.488224, -3.441999, -4.735204], [-2.817287, 2.949619, 1.616598], [0.215867, 4.339195, -1.918423], [-0.603652, 3.663382, -2.152152], [-2.966875, 1.129878, 3.189112], [2.656636, -3.908132, 0.923780], [1.188618, 1.531922, -4.523511], [-0.501441, -0.238267, -0.006304], [1.426551, -3.268605, 0.976819], [-0.861314, -2.971771, 2.006219], [0.080263, 0.283479, 5.394074], [0.760850, 3.528969, 0.925178], [0.106361, -1.817683, -3.120579], [-0.346921, 1.561033, 5.724844], [-0.186223, 2.591677, 4.806418], [2.042359, -5.278613, 2.791312], [0.501889, -3.617817, 1.951674], [-2.042357, 2.133879, 0.815260], [3.930509, -5.408095, 1.781233], [0.377111, 2.338424, 3.564475], [0.815562, -4.634245, 2.851770], [3.607607, 1.871137, 0.180382], [0.967040, -0.882139, -1.063250], [-0.699484, 1.498355, -3.512431], [-0.019447, -0.524711, 6.108979], [-2.030061, 1.102751, -3.577742], [-3.039643, 3.960722, 1.306688], [2.270601, -6.066468, 3.497505], [-2.685951, 1.237754, -2.726329], [1.362526, 0.621174, 1.439867], [2.319558, 2.059364, 0.683947], [-1.739773, -0.997440, 2.491069], [0.992297, -0.962228, 3.912076], [3.369225, -3.615343, 0.163286], [-2.042473, -0.269778, -6.670280], [-2.512797, 0.471359, -4.713376], [-1.494426, -2.985893, 3.404628], [0.578980, -2.326021, -4.333968], [-0.738495, -2.942361, 4.189992], [2.014066, 5.368106, -0.097109], [0.934301, 2.100774, -2.271869], [4.065655, 0.891139, 0.244840], [0.805036, 1.055258, 3.198705], [1.099281, -0.972125, -2.362142], [5.303761, 2.728978, -0.809971], [-1.743942, 0.880885, 1.168332], [-2.121754, -4.072551, -5.347552], [-3.540578, 0.133309, -4.742717], [-1.165775, 4.017203, -3.011583], [1.585429, -2.054123, -4.622857], [-0.192529, -3.139234, -5.138332], [-2.041073, -1.554999, -1.265274], [-1.400453, 2.469006, -0.459301], [0.204767, -3.530237, -6.066059], [-1.979125, -2.933421, -3.550647], [4.309679, 2.907156, -0.419827], [-0.915319, -1.526710, 1.664837], [3.741767, 4.167663, -0.523128], [-3.300974, 0.702334, 4.123057], [2.318967, -0.502325, 1.628123], [-0.153525, 2.190437, -2.286281], [0.647784, 0.041020, 4.148986], [0.140038, 1.271884, -4.595920], [-2.993692, -3.158224, -3.245615], [-2.185410, -3.803529, 3.584931], [-1.671580, 0.243833, -5.792578], [-0.675185, 1.595808, -1.042331], [4.290746, 4.977371, -0.986877]],
  "forces_ev_per_angstrom": [[-0.002, 0.011, -0.022], [-0.007, -0.042, -0.044], [-0.021, 0.016, 0.037], [0.025, -0.021, -0.008], [-0.005, 0.027, 0.013], [0.001, 0.000, -0.002], [-0.011, -0.013, 0.000], [0.085, -0.144, 0.045], [0.002, -0.011, 0.013], [-0.027, -0.019, 0.074], [0.011, -0.029, -0.019], [0.000, -0.003, -0.001], [0.002, -0.003, -0.002], [0.000, 0.000, -0.001], [-0.002, -0.002, -0.003], [0.042, -0.037, -0.024], [-0.011, -0.025, 0.003], [-0.005, -0.001, 0.014], [0.007, -0.007, -0.017], [0.033, -0.031, 0.000], [0.017, -0.013, -0.008], [-0.059, 0.069, 0.052], [0.007, 0.010, -0.025], [-0.003, 0.011, -0.017], [-0.018, 0.001, -0.004], [0.244, -0.148, -0.409], [0.022, -0.015, -0.028], [-0.014, 0.044, -0.064], [0.018, -0.021, -0.027], [-0.007, 0.036, -0.067], [0.061, -0.037, 0.044], [-0.008, 0.048, -0.007], [-0.008, -0.015, 0.048], [0.009, 0.002, -0.008], [-0.013, -0.015, 0.059], [0.007, 0.031, -0.016], [0.000, 0.001, 0.000], [0.041, -0.051, 0.021], [0.009, 0.019, -0.006], [0.010, -0.095, -0.050], [-0.148, -0.014, 0.085], [0.020, 0.017, -0.029], [-0.001, 0.002, 0.004], [0.003, 0.006, -0.007], [-0.004, 0.000, -0.005], [0.000, 0.001, -0.001], [0.005, 0.004, 0.015], [0.006, -0.014, 0.160], [-0.076, 0.067, 0.038], [-0.024, -0.003, 0.009], [-0.002, 0.000, -0.009], [0.001, -0.003, 0.002], [-0.006, -0.002, 0.004], [-0.012, -0.006, 0.004], [-0.069, 0.060, 0.032], [0.002, -0.015, -0.001], [-0.002, -0.019, 0.002], [-0.012, -0.010, 0.003], [0.000, 0.002, -0.006], [-0.006, 0.002, 0.005], [-0.084, 0.208, -0.057], [-0.157, 0.237, -0.033], [-0.001, -0.009, 0.003], [0.000, -0.108, -0.016], [0.008, -0.002, -0.004], [0.000, 0.001, -0.005], [0.005, -0.007, -0.009], [0.002, -0.001, -0.003], [-0.010, -0.008, 0.006], [-0.073, 0.144, 0.184], [0.028, 0.076, -0.026], [0.002, 0.005, -0.001], [0.013, 0.004, 0.012], [0.014, -0.004, -0.018], [-0.037, 0.014, 0.027], [-0.001, 0.018, -0.012], [0.003, -0.008, 0.001], [0.050, 0.056, -0.038], [0.040, -0.065, 0.045], [0.015, -0.062, -0.008], [-0.010, 0.027, -0.024], [0.004, 0.006, 0.010], [0.009, -0.014, -0.008], [0.005, 0.000, -0.014], [0.064, -0.115, 0.129], [0.002, 0.003, 0.007]],
  "homo_energy_ev": [-6.9876, -7.0372],
  "spin_multiplicity": 4,
  "e_above_lowest_kj_mol": 0.0,
  "orbital_gap_ev": [6.2, 6.0],
  "s2": 3.820,
  "e_tot_ev": -103903.909
}